No. 1
{"formula": "C7H8O", "method": "ωB97M-V/def2-TZVPD", "elements": ["C", "C", "C", "C", "C", "C", "C", "O", "H", "H", "H", "H", "H", "H", "H", "H"], "xyz": [[0.83, 1.23, -0.04], [1.56, 0.26, -0.39], [0.77, -1.04, -0.28], [-0.60, -1.01, -1.01], [-1.22, 0.18, -0.79], [-0.62, 0.93, 0.25], [-0.55, -0.10, 1.31], [0.33, -1.29, 1.09], [1.25, 2.27, -0.01], [2.62, 0.25, -0.85], [1.47, -1.99, -0.41], [-0.78, -1.54, -1.92], [-2.32, 0.25, -1.27], [-1.04, 1.94, 0.69], [-0.16, 0.35, 2.15], [-1.53, -0.70, 1.48]], "mulliken_charge": [-0.531, -0.346, 0.516, -0.801, -0.441, 0.141, -0.808, -0.382, 0.335, 0.297, 0.312, 0.380, 0.237, 0.324, 0.469, 0.297], "energy_ha": -346.61915, "smiles": "C1=C[C@H]2C=C[C@@H]1CO2", "e_above_lowest_ev": 4.255}

***

No. 2
{"formula": "C25H39CaCl2N6O2S3", "method": "ωB97M-V/def2-TZVPD", "elements": ["Ca", "C", "C", "S", "C", "C", "S", "C", "C", "S", "H", "H", "H", "H", "H", "H", "H", "H", "H", "H", "H", "H", "C", "N", "C", "C", "N", "C", "C", "N", "C", "C", "N", "C", "N", "C", "C", "C", "N", "C", "H", "H", "H", "H", "H", "H", "H", "H", "H", "H", "H", "H", "H", "H", "H", "H", "H", "H", "H", "H", "H", "H", "H", "H", "Cl", "C", "C", "C", "Cl", "C", "O", "C", "C", "O", "C", "H", "H", "H"], "xyz": [[0.51, -0.34, 0.48], [3.44, -3.38, 0.90], [2.24, -4.27, 1.22], [0.70, -3.64, 0.50], [-0.51, -3.86, 1.82], [-0.13, -3.37, 3.22], [0.62, -1.72, 3.33], [2.32, -2.11, 3.85], [3.42, -1.47, 3.02], [3.30, -1.61, 1.22], [4.32, -3.76, 1.41], [3.66, -3.43, -0.17], [2.43, -5.26, 0.81], [2.10, -4.38, 2.29], [-1.38, -3.30, 1.47], [-0.81, -4.91, 1.89], [-1.04, -3.35, 3.83], [0.54, -4.07, 3.72], [2.43, -1.77, 4.88], [2.42, -3.19, 3.86], [3.44, -0.39, 3.17], [4.39, -1.87, 3.34], [-1.72, 1.00, 2.44], [-2.91, 0.71, 1.68], [-3.87, 1.78, 1.48], [-4.87, 1.10, 0.58], [-4.02, 0.16, -0.15], [-4.70, -0.70, -1.11], [-2.89, -0.11, 0.58], [-1.90, -0.92, 0.37], [-1.90, -1.79, -0.81], [-1.43, -1.04, -2.05], [0.00, -0.76, -1.95], [0.56, -0.07, -2.89], [1.92, 0.19, -2.87], [2.70, -0.02, -1.68], [2.22, 1.31, -3.74], [1.14, 1.14, -4.79], [0.05, 0.55, -4.01], [-1.15, 0.24, -4.75], [-2.00, 1.53, 3.35], [-1.01, 1.63, 1.88], [-1.24, 0.07, 2.75], [-3.40, 2.64, 0.98], [-4.30, 2.11, 2.43], [-5.37, 1.78, -0.12], [-5.63, 0.56, 1.16], [-5.59, -0.17, -1.45], [-5.03, -1.65, -0.68], [-4.09, -0.89, -1.99], [-2.86, -2.26, -0.99], [-1.21, -2.61, -0.63], [-2.00, -0.10, -2.08], [-1.68, -1.63, -2.93], [2.54, -1.04, -1.33], [2.47, 0.71, -0.88], [3.75, 0.08, -1.91], [3.23, 1.22, -4.15], [2.13, 2.26, -3.22], [1.46, 0.46, -5.58], [0.82, 2.08, -5.23], [-1.28, 1.02, -5.50], [-2.04, 0.24, -4.13], [-1.08, -0.72, -5.28], [1.98, 7.24, 1.02], [1.51, 5.61, 0.68], [0.66, 5.36, -0.40], [0.27, 4.08, -0.69], [-0.78, 3.77, -2.04], [0.69, 2.95, 0.08], [0.30, 1.78, -0.21], [1.56, 3.25, 1.17], [2.09, 2.23, 2.03], [1.89, 1.01, 1.97], [1.96, 4.58, 1.45], [0.31, 6.18, -1.01], [2.75, 2.60, 2.82], [2.62, 4.77, 2.29]], "mulliken_charge": [0.567, -1.015, -0.617, -0.027, -0.442, -1.117, 0.169, -0.913, -0.791, 0.181, 0.538, 0.457, 0.543, 0.245, 0.122, 0.577, 0.554, 0.536, 0.570, 0.366, 0.184, 0.670, -1.133, 0.098, -0.640, -0.706, 0.273, -0.974, -0.156, 0.186, -1.506, -0.415, -0.201, 0.029, 0.118, -1.183, -0.541, -0.761, 0.268, -0.926, 0.434, 0.385, 0.169, 0.256, 0.384, 0.436, 0.348, 0.362, 0.329, 0.322, 0.295, -0.022, 0.597, 0.672, 0.310, 0.411, 0.417, 0.374, 0.200, 0.346, 0.423, 0.329, 0.327, 0.316, -0.217, 0.021, -0.404, 0.293, -0.223, -1.284, 0.750, 1.492, -0.625, -0.363, -1.177, 0.484, 0.215, 0.433], "energy_ha": -4247.58700, "total_charge": 1, "e_above_lowest_ev": 0.000}

***

no.,frontier orbital gap (eV),HOMO energy (eV)
1,10.19,-9.3
2,7.80,-10.1